(a)
Density functional theory data (ωB97M-V/def2-TZVPD) for a 3-piece molecular cluster, C3H11NO4 overall.

Each line ends with the Mulliken charge.
Cartesian coordinates (Å):
C -0.66229 -0.11221 0.92595  -0.4441
C -1.43013 0.69155 1.94678  -0.4412
H 1.61174 0.48306 1.88791  0.2033
H -0.30591 -1.09453 1.27293  0.4607
H 2.11336 0.20642 -2.71318  0.3381
H -0.76917 -1.58177 -1.44248  0.3322
N 1.55773 0.87443 0.96791  -0.3486
H -1.35253 0.45361 3.00643  0.3140
C 0.47219 0.58804 0.21108  0.4368
O 2.49036 -0.64224 -2.45146  -0.6474
O 0.43823 0.75998 -0.99501  -0.6165
H -0.21450 -2.59782 -2.46744  0.3147
H -3.28815 0.11104 1.44860  0.3000
H -1.28191 -0.52558 0.14400  0.1085
H 2.32105 1.39998 0.59458  0.2331
O -0.33733 -2.43242 -1.54064  -0.6203
H -1.09411 1.73024 1.89224  0.2728
H 1.86412 -0.87480 -1.75656  0.3436
O -2.80593 0.92817 1.61021  -0.5399

Properties
HOMO level   -10.3 eV
Structure (SMILES)   NC(=O)CCO.O.O
Orbital gap   10.813 eV

(b)
Density functional theory data (ωB97M-V/def2-TZVPD) for a 3-piece molecular cluster, C3H11NO4 overall.

Each line ends with the Mulliken charge.
Cartesian coordinates (Å):
H 2.48955 0.24669 -0.13746  0.4049
C 0.91618 0.50772 -2.18392  -0.9752
O -1.90824 -1.36826 0.76992  -0.6764
H -1.21670 1.27022 0.62142  0.3365
O -0.03940 -0.35781 1.93716  -0.6195
C 1.20578 -0.03335 1.53024  0.4808
H -2.31706 -1.63614 1.59928  0.3411
N 0.48590 0.06426 -0.84914  -0.1376
H -0.09320 -0.76843 -0.98919  0.2053
O 1.97004 0.39618 2.34751  -0.5997
H -2.32461 -0.49485 0.54617  0.4749
O -2.19627 1.13118 0.38233  -0.6773
H 0.43975 1.45237 -2.42546  0.2905
H 1.86965 -1.37073 -0.03756  0.2748
H -0.74122 -0.91715 1.26313  0.4303
H -2.55765 1.84811 0.91633  0.3146
H 0.47224 -0.09388 -2.97752  0.3199
C 1.55262 -0.30818 0.05601  -0.5160
H 1.99263 0.43204 -2.36925  0.3281

Properties
HOMO level   -9.1 eV
Structure (SMILES)   CNCC(=O)O.O.O
Orbital gap   9.484 eV

Referenced to the most stable arrangement, the calculated values in hartree are (a) 0.0000; (b) 0.0124.

(a)
Density functional theory data (ωB97M-V/def2-TZVPD) for a 3-piece molecular cluster, C3H11NO4 overall.

Each line ends with the Mulliken charge.
Cartesian coordinates (Å):
H -3.11067 2.08522 1.04552  0.2868
H -0.18709 -3.57000 0.26021  0.3958
O -2.30446 1.82741 0.60465  -0.5941
C 0.52034 -0.28091 -0.23089  0.5561
H 0.27441 -2.81997 -1.33457  0.3397
H -1.26936 -0.25275 1.55585  0.2962
H -0.09765 -1.43620 2.13101  0.2547
O 1.83778 2.26200 -1.10550  -0.6294
O 1.40379 0.01103 0.54428  -0.6532
H 0.69563 1.43367 -1.20937  0.4189
H 1.46286 2.30249 -0.18333  0.4136
H 1.49942 3.07692 -1.54729  0.3661
O 0.00007 0.48407 -1.16670  -0.6008
N -0.85878 -1.18687 1.50868  -0.6499
H -1.43649 -1.31348 -0.47199  0.2544
C 0.27452 -2.70044 -0.24337  -1.4429
H 1.24810 -2.72463 0.20102  0.3404
C -0.53830 -1.44675 0.14118  0.3326
H -2.31382 1.88864 -0.35168  0.3149

Properties
HOMO level   -8.3 eV
Structure (SMILES)   C[C@@H](N)C(=O)O.O.O
Orbital gap   8.465 eV

(b)
Density functional theory data (ωB97M-V/def2-TZVPD) for a 5-piece molecular cluster, C3H11NO4 overall.

Each line ends with the Mulliken charge.
Cartesian coordinates (Å):
O 2.27354 -0.76201 -0.09814  -0.8505
O 0.92736 1.15921 -1.29161  -0.7922
H 3.13986 -0.81395 -0.52021  0.1834
H 0.89557 -1.90624 -0.41224  0.4004
C -1.71176 2.02485 -0.25400  -0.5751
H 0.47940 -1.59256 1.69894  0.3556
C -2.15708 0.72395 -0.60049  0.3426
H -0.79010 -0.40472 2.35307  0.2971
H -0.66526 2.25106 -0.44122  0.4022
N 1.04029 0.38982 2.13847  -0.4519
O -0.01656 -2.25765 -0.38697  -0.6807
O -1.47888 -0.16819 -1.14118  -0.5696
H -2.44522 2.72109 0.12978  0.2561
H 1.50072 0.45950 -0.87617  0.4169
H -3.25000 0.61748 -0.60209  0.3439
H 1.76915 0.28960 1.39859  0.4275
H 0.07297 0.74154 -1.44102  0.3770
H -0.62377 -1.51699 -0.56463  0.3894
C 0.25016 -0.59759 2.08776  -0.2720

Properties
HOMO level   -9.0 eV
Orbital gap   3.535 eV

Referenced to the most stable arrangement, the calculated values in hartree are (a) 0.0000; (b) 0.2737.

(a)
Density functional theory data (ωB97M-V/def2-TZVPD) for C3H11NO4 as an isolated structure.

Each line ends with the Mulliken charge.
Cartesian coordinates (Å):
N 1.97766 -0.01255 1.73977  -0.5317
C 1.42923 -0.04658 0.40773  0.5827
O -0.79085 0.42074 1.38867  -0.6190
H 2.14760 1.95126 -0.57126  0.3370
O -0.40051 1.02688 -0.67404  -0.7083
H -1.57682 0.95572 -0.76446  0.4974
H -1.90013 0.48715 -2.02403  0.4191
H -2.77350 -0.40478 -1.33147  0.3395
H -2.69305 -2.26983 1.15195  0.3182
H 1.35803 -0.97631 -0.02752  0.2386
H -2.35596 -2.67518 -0.06483  0.3124
C -0.02513 0.55346 0.46826  0.2317
H 1.62907 0.78122 2.35870  0.2150
O -2.58268 0.53631 -1.32005  -0.5270
H 2.93714 -0.23192 1.83706  0.2106
C 2.07955 0.86608 -0.61926  -1.2446
O -3.17728 -2.37248 0.35557  -0.6237
H 3.17702 0.45114 -0.76583  0.2372
H 1.54061 0.95968 -1.54495  0.3147

Properties
HOMO level   -8.9 eV
Orbital gap   8.973 eV

(b)
Density functional theory data (ωB97M-V/def2-TZVPD) for a 3-piece molecular cluster, C3H11NO4 overall.

Each line ends with the Mulliken charge.
Cartesian coordinates (Å):
N -1.42207 0.47914 0.45464  -0.3048
O 2.50039 -0.71180 0.33885  -0.6321
H -2.18309 -1.13890 -0.43683  0.3407
H -0.21463 -0.95532 1.34782  0.4028
O -0.16787 2.06000 -0.88124  -0.9030
H 0.65861 1.25394 0.32130  0.4956
C -1.48604 -0.35424 -0.65275  -0.4294
H 3.30677 -1.05333 0.73190  0.2451
H -0.97299 1.48385 0.09247  0.4598
H -0.11474 3.01031 -0.84084  0.1576
C -0.43673 0.15176 1.47590  -0.2483
H -0.81882 0.42032 2.47141  0.2820
H 1.71867 -1.32489 0.21815  0.4336
H -0.28868 -1.52562 -1.97735  0.3734
H 0.70308 -0.23456 -1.28664  0.3736
C -0.07814 -0.98205 -1.06168  -0.3333
O 0.66960 0.88938 1.26795  -0.4150
H -1.73667 0.29010 -1.49488  0.3669
O 0.36335 -1.75811 -0.08817  -0.6652

Properties
HOMO level   -9.3 eV
Orbital gap   5.560 eV

Referenced to the most stable arrangement, the calculated values in hartree are (a) 0.0000; (b) 0.1860.

(a)
Density functional theory data (ωB97M-V/def2-TZVPD) for one molecule with the formula C4H9NO3.

Each line ends with the Mulliken charge.
Cartesian coordinates (Å):
O 1.36489 0.68007 -2.85231  -0.4954
H -0.05886 -0.70068 -1.58560  0.2779
H 2.07196 1.48528 -1.06093  0.2073
H -1.89569 0.23852 1.84808  0.2283
H 0.98401 -0.57714 -0.09463  0.2465
H -1.68613 -2.09565 1.81974  0.2653
H 0.40087 2.10883 -1.64546  0.3027
C 1.10695 1.17292 -1.56686  -0.4644
N -1.12703 -0.13279 1.29961  -0.1928
C -0.87043 0.52143 0.07438  0.5887
H 0.46457 -0.73925 2.96036  0.3292
H 1.14978 1.38960 -3.45190  0.3225
H 0.01168 -1.84850 0.73142  0.1877
C -0.75883 -1.53123 1.55290  -0.1696
C 0.34115 0.02517 -0.75100  -0.4726
O -0.05079 -1.54550 2.78816  -0.5679
O -1.44811 1.54891 -0.06595  -0.5933

Properties
HOMO level   -9.9 eV
Structure (SMILES)   O=C(CCO)NCO
Orbital gap   10.676 eV

(b)
Density functional theory data (ωB97M-V/def2-TZVPD) for a 2-piece molecular cluster, C4H9NO3 overall.

Each line ends with the Mulliken charge.
Cartesian coordinates (Å):
H -0.90799 2.24255 -0.48533  0.4593
C 0.12721 -0.01237 1.52572  -1.3243
H 1.71707 -1.35793 -1.25403  0.4032
H -0.58419 -0.29318 -1.91395  0.2636
H -0.71759 -0.69842 1.50294  0.3069
C -1.89235 0.71802 -0.71841  0.5343
C 1.30288 -1.43658 -0.24975  -1.3405
O -2.85226 -0.00883 -0.77357  -0.6075
O -1.85933 1.97207 -0.28997  -0.4786
O 0.40198 1.32898 -1.06532  -0.7161
N -0.59060 0.28230 -1.07691  -0.1161
H 1.79120 0.59585 0.28474  0.2142
C 0.96182 -0.09566 0.29965  0.8764
H 2.09392 -1.84195 0.39454  0.3972
H 0.45650 -2.12048 -0.23846  0.3284
H -0.23023 1.00237 1.69251  0.3939
H 0.78196 -0.27673 2.36560  0.4056

Properties
HOMO level   -8.7 eV
Orbital gap   8.529 eV

Referenced to the most stable arrangement, the calculated values in hartree are (a) 0.0000; (b) 0.0960.